Record 1
33
Properties=species:S:1:pos:R:3 method="wB97M-V/def2-TZVPD" homo_ev=-8.02 charge=0 homo_lumo_gap_ev=8.673 lumo_ev=0.65
O 1.137 2.847 -3.877
O -0.719 -0.519 -0.839
O 1.004 -0.246 2.078
C 1.448 2.281 -2.837
C -1.251 -0.164 -1.887
N -2.417 -0.702 -2.254
N 0.686 1.360 -2.255
N -0.385 -3.006 3.721
N 0.232 -1.431 2.175
C 2.753 2.614 -2.150
C -3.188 -0.378 -3.455
C -0.601 0.902 -2.780
C 1.356 0.153 3.407
C -0.254 -1.580 3.526
C 0.883 -0.976 4.314
H -2.786 -1.397 -1.622
H 1.001 0.933 -1.394
H -0.363 -3.239 4.710
H 0.364 -3.478 3.217
H -0.528 -1.447 1.491
H 2.546 3.022 -1.163
H 3.353 1.711 -2.059
H 3.288 3.351 -2.748
H -3.428 0.687 -3.472
H -4.121 -0.946 -3.460
H -2.617 -0.633 -4.349
H -1.278 1.752 -2.862
H -0.453 0.484 -3.776
H 2.435 0.309 3.501
H 0.845 1.087 3.657
H -1.192 -1.038 3.697
H 0.558 -0.612 5.293
H 1.688 -1.704 4.452

Record 2
28
Properties=species:S:1:pos:R:3 method="wB97M-V/def2-TZVPD" de_lowest_kj_mol=138.88 homo_ev=-13.17 charge=+1 homo_lumo_gap_ev=10.431 lumo_ev=-2.74
C -0.800 -1.271 1.245
C 0.220 -0.590 0.530
C 0.567 1.799 -2.382
C -0.156 2.708 -1.272
C 0.688 0.360 -1.769
C -0.155 1.761 -0.063
C -0.429 -2.402 2.213
C -2.265 -1.335 0.934
N -0.146 0.367 -0.586
Si 2.164 -0.842 1.009
H -0.054 1.695 -3.359
H 1.454 2.345 -2.440
H 0.408 3.738 -1.127
H -1.169 2.899 -1.675
H 0.451 -0.434 -2.530
H 1.871 0.167 -1.603
H 0.772 1.758 0.595
H -0.986 1.846 0.592
H 0.391 -2.831 1.674
H -1.369 -2.992 2.360
H -0.089 -1.964 3.134
H -2.818 -0.738 1.678
H -2.628 -2.477 1.122
H -2.484 -1.193 -0.110
H -1.097 0.175 -0.773
H 2.801 -0.866 2.271
H 2.651 0.464 0.191
H 2.206 -2.150 0.141

Record 3
29
Properties=species:S:1:pos:R:3 method="wB97M-V/def2-TZVPD" de_lowest_kj_mol=70.61 homo_ev=-14.46 charge=+1 homo_lumo_gap_ev=11.762 lumo_ev=-2.70
C 2.379 -0.776 -0.469
C 3.473 -0.206 -1.383
C -2.010 -2.300 -0.291
C -0.445 2.630 -0.680
C -0.741 0.946 2.602
C -0.754 -1.657 -0.853
C -1.152 1.319 -0.684
C -0.221 -0.314 1.818
O 1.331 0.085 -0.400
O 2.401 -1.839 0.106
P -0.235 -0.153 0.039
H 3.934 0.476 -0.756
H 3.045 0.111 -2.348
H 4.253 -1.100 -1.505
H -2.094 -3.022 0.582
H -2.654 -1.419 0.084
H -2.498 -2.676 -1.086
H -1.101 3.181 -1.382
H -0.392 3.122 0.363
H 0.545 2.822 -1.201
H -0.850 0.639 3.699
H 0.043 1.748 2.444
H -1.641 1.448 2.276
H -1.073 -1.254 -1.907
H 0.171 -2.391 -1.038
H -1.263 0.978 -1.802
H -2.082 1.464 -0.323
H -1.008 -1.059 2.015
H 0.640 -0.804 2.082

Record 4
29
Properties=species:S:1:pos:R:3 method="wB97M-V/def2-TZVPD" de_lowest_kj_mol=57.78 homo_ev=-8.90 charge=0 homo_lumo_gap_ev=9.541 lumo_ev=0.64
C -2.113 0.820 -2.246
C -2.095 0.936 -0.744
C -3.146 1.442 -0.103
C -1.187 -0.810 0.647
C -0.942 0.303 -0.062
C 0.383 0.993 -0.189
C 0.980 -2.091 0.905
C -0.173 -1.599 1.349
H -1.203 0.443 -2.684
H -2.863 0.063 -2.516
H -2.389 1.708 -2.813
H -3.116 1.683 0.956
H -4.120 1.508 -0.558
H -2.238 -1.039 0.797
H 1.323 0.456 -0.253
H 0.472 1.691 0.650
H 0.361 1.661 -1.049
H 1.246 -1.937 -0.135
H 1.576 -2.740 1.534
H -0.398 -1.768 2.403
H 3.777 1.398 1.547
H 3.551 2.589 0.554
O 3.106 1.888 1.044
H -0.359 -1.290 -2.228
H -1.522 -1.829 -2.979
O -0.555 -1.745 -3.059
H 3.771 -1.151 2.217
H 2.606 -0.295 2.659
O 3.565 -0.274 2.557

Record 5
31
Properties=species:S:1:pos:R:3 method="wB97M-V/def2-TZVPD" de_lowest_kj_mol=0.00 homo_ev="0.15 / -3.50" spin_multiplicity=2 charge=-1 homo_lumo_gap_ev="2.493 / 6.101" lumo_ev="2.65 / 2.60"
C -0.822 1.591 0.541
C -0.401 2.864 0.494
C 1.116 0.844 1.780
C -0.069 0.437 1.120
C -0.199 -0.886 0.717
C 0.803 -1.838 0.976
C 1.884 -1.438 1.745
C 2.078 -0.082 2.109
H -1.747 1.310 0.005
H -0.955 3.832 0.287
H 0.580 3.298 0.721
H 1.336 1.934 1.986
H -1.124 -1.127 0.146
H 0.744 -2.846 0.570
H 2.812 -2.060 1.842
H 3.023 0.240 2.539
H -3.604 -1.382 -0.349
H -2.867 -2.171 -1.390
O -3.606 -1.503 -1.314
H -2.601 -3.581 0.752
H -1.842 -2.952 2.114
O -2.096 -2.886 1.192
H -0.921 0.004 -2.838
H -2.413 0.049 -2.300
O -1.548 0.465 -2.279
H 1.423 2.296 -1.173
H 0.333 1.687 -2.064
O 1.210 2.080 -2.087
H 2.738 1.138 -1.609
H 3.352 0.281 -2.597
O 3.380 0.401 -1.636

Record 6
35
Properties=species:S:1:pos:R:3 method="wB97M-V/def2-TZVPD" de_lowest_kj_mol=425.91 homo_ev=4.26 charge=-4 homo_lumo_gap_ev=1.645 lumo_ev=5.91
Ag -0.593 0.468 0.002
C -4.430 2.280 -5.659
C -3.498 2.880 -4.547
O -3.786 2.504 -3.203
H -4.319 1.199 -5.573
H -4.124 2.637 -6.642
H -5.474 2.480 -5.417
H -3.400 3.955 -4.694
H -2.435 2.689 -4.697
O 0.741 -6.128 -3.543
C 0.442 -4.870 -4.100
C 1.033 -3.485 -3.433
O 1.430 -3.625 -2.071
H -0.630 -4.703 -4.209
H 0.747 -4.803 -5.145
H 0.289 -2.692 -3.351
H 1.819 -3.102 -4.082
O -5.082 3.102 6.176
C -3.721 2.858 6.425
C -2.907 1.614 5.750
O -2.963 1.503 4.369
H -3.786 2.728 7.505
H -3.055 3.720 6.396
H -3.211 0.625 6.094
H -1.867 1.503 6.056
C 6.537 -0.858 1.389
S 5.309 0.407 2.030
O 4.406 0.884 0.884
C 4.225 -0.429 3.256
H 7.135 -0.412 0.595
H 5.978 -1.662 0.909
H 7.108 -1.362 2.169
H 3.185 -0.103 3.286
H 4.717 -0.362 4.226
H 4.183 -1.440 2.850